[1]
Formula: C30H34N3O7PSe4Zr
Source: the OMol25 dataset
Level of theory: the ωB97M-V functional and the def2-TZVPD basis

Geometry as XYZ:
```
80
Properties=species:S:1:pos:R:3
Zr 0.90 -2.09 -0.80
O 3.41 3.03 -1.84
C 4.43 2.17 -1.65
C 5.72 2.67 -1.70
C 6.81 1.84 -1.50
C 6.62 0.48 -1.24
C 5.34 -0.02 -1.19
C 4.23 0.80 -1.40
C 2.88 0.19 -1.32
O 2.78 -1.04 -1.02
N 1.84 0.96 -1.56
N 0.67 0.23 -1.37
C -0.39 0.94 -1.49
C -1.74 0.47 -1.28
C -2.81 1.28 -1.67
C -4.11 0.89 -1.47
C -4.36 -0.34 -0.84
C -3.32 -1.14 -0.42
C -1.98 -0.76 -0.63
O -1.01 -1.51 -0.23
H 2.57 2.50 -1.75
H 5.85 3.73 -1.90
H 7.81 2.25 -1.54
H 7.47 -0.17 -1.08
H 5.15 -1.07 -0.99
H -0.26 1.99 -1.76
H -2.60 2.23 -2.16
H -4.93 1.51 -1.80
H -5.38 -0.67 -0.69
H -3.50 -2.10 0.06
Se 1.75 -2.14 1.81
Se 2.72 -4.21 1.21
Se 4.07 -3.88 -0.68
Se 2.52 -3.75 -2.43
O -3.34 -2.39 -6.73
C -3.39 -3.18 -5.77
O -4.17 -4.12 -5.54
C -2.32 -2.93 -4.67
C -1.40 -1.90 -4.81
C -0.46 -1.69 -3.83
N -0.39 -2.45 -2.73
C -1.26 -3.46 -2.59
C -2.23 -3.72 -3.53
C -1.11 -4.28 -1.32
O -1.90 -5.15 -1.05
O -0.07 -3.94 -0.61
H -1.45 -1.28 -5.70
H 0.27 -0.89 -3.90
H -2.93 -4.54 -3.39
C -1.28 3.36 1.58
C -1.67 2.26 2.58
C -3.11 1.83 2.29
P -0.51 0.83 2.36
C 1.10 1.44 3.12
C 1.03 2.56 4.16
C 2.08 1.80 2.01
C -1.05 -0.42 3.64
C -1.51 0.11 4.99
C -2.07 -1.40 3.04
H -1.94 4.23 1.68
H -1.38 2.99 0.56
H -0.26 3.71 1.71
H -1.61 2.66 3.59
H -3.18 1.33 1.32
H -3.76 2.71 2.26
H -3.49 1.15 3.04
H 1.49 0.54 3.61
H 0.70 3.50 3.72
H 2.02 2.73 4.59
H 0.35 2.33 4.99
H 1.73 2.64 1.40
H 2.24 0.96 1.34
H 3.05 2.09 2.43
H -0.13 -1.00 3.79
H -2.39 0.75 4.90
H -0.73 0.68 5.50
H -1.78 -0.73 5.64
H -3.01 -0.92 2.80
H -2.27 -2.20 3.75
H -1.67 -1.85 2.13
```

## Properties
- Electronic energy: -11849.08713 Ha
- Charge: -2
- Orbital gap: 0.23659 Ha
- Highest occupied orbital energy: -2.566 eV
- Relative energy (zero: lowest compared OMol25 entry of this formula, charge and spin): 24.69 kJ/mol
- LUMO energy: 3.872 eV

=====

[2]
Formula: C30H34N4O5
Source: the OMol25 dataset
Level of theory: the ωB97M-V functional and the def2-TZVPD basis

Geometry as XYZ:
```
73
Properties=species:S:1:pos:R:3
C 4.82 -2.46 2.92
C 4.18 -1.56 3.97
O 2.79 -1.79 4.12
C 1.91 -1.30 3.21
C 0.58 -1.64 3.43
C -0.41 -1.19 2.58
C -0.09 -0.40 1.49
C 1.24 -0.06 1.27
C 2.23 -0.49 2.12
H 3.25 -0.20 1.92
H 1.50 0.57 0.43
N -1.11 0.05 0.60
C -1.58 1.32 0.55
O -2.51 1.63 -0.17
C -0.89 2.32 1.41
C -1.37 3.56 1.49
C -0.72 4.59 2.33
O -0.15 4.35 3.37
N -0.82 5.88 1.88
C -1.24 6.38 0.67
N -1.48 7.67 0.55
O -1.84 7.89 -0.74
C -1.81 6.74 -1.42
C -1.43 5.73 -0.58
H -1.29 4.70 -0.83
C -2.16 6.75 -2.86
H -2.23 5.74 -3.23
H -3.11 7.26 -3.00
H -1.40 7.29 -3.42
H -0.52 6.60 2.53
H -2.27 3.82 0.96
H -0.01 2.03 1.96
C -1.87 -0.94 -0.16
C -1.77 -0.70 -1.65
C -0.64 -0.09 -2.19
C -0.51 0.08 -3.56
C -1.51 -0.37 -4.41
C -2.63 -0.98 -3.87
C -2.78 -1.15 -2.51
C -4.02 -1.81 -1.97
H -4.60 -1.09 -1.39
H -4.64 -2.18 -2.78
H -3.77 -2.64 -1.31
H -3.41 -1.32 -4.54
H -1.41 -0.24 -5.47
H 0.37 0.56 -3.96
H 0.13 0.28 -1.54
H -2.92 -0.86 0.14
C -1.40 -2.38 0.11
O -2.12 -3.20 0.64
N -0.17 -2.63 -0.35
H 0.34 -1.90 -0.82
C 0.46 -3.93 -0.31
H -0.27 -4.61 0.13
C 1.78 -3.88 0.47
C 2.77 -3.26 -0.52
C 2.24 -3.61 -1.93
H 2.08 -2.70 -2.51
C 0.91 -4.35 -1.71
H 1.07 -5.43 -1.72
H 0.17 -4.10 -2.46
H 2.94 -4.23 -2.48
H 3.78 -3.66 -0.37
H 2.81 -2.18 -0.38
H 1.68 -3.30 1.39
H 2.07 -4.90 0.73
H -1.44 -1.46 2.77
H 0.34 -2.26 4.28
H 4.37 -0.50 3.75
H 4.60 -1.78 4.96
H 4.41 -2.27 1.93
H 4.63 -3.50 3.17
H 5.89 -2.30 2.90
```

## Properties
- Electronic energy: -1758.81051 Ha
- SMILES: CCOc1ccc(N(C(=O)/C=C/C(=O)Nc2cc(C)on2)[C@H](C(=O)NC2CCCC2)c2ccccc2C)cc1
- Orbital gap: 0.31231 Ha
- Highest occupied orbital energy: -8.638 eV
- Relative energy (zero: lowest compared OMol25 entry of this formula, charge and spin): 83.75 kJ/mol
- LUMO energy: -0.139 eV

=====

[3]
Formula: C30H34NO3Pr
Source: the OMol25 dataset
Level of theory: the ωB97M-V functional and the def2-TZVPD basis

Geometry as XYZ:
```
69
Properties=species:S:1:pos:R:3
Pr -0.31 -0.22 -1.12
C 0.68 -2.44 0.23
C -0.73 -2.59 0.37
C -1.27 -2.92 -0.90
H -1.28 -2.55 1.31
C -0.20 -2.94 -1.84
C 1.00 -2.65 -1.14
H 2.01 -2.65 -1.56
H 1.39 -2.31 1.04
H -2.31 -3.19 -1.10
H -0.28 -3.22 -2.90
C 1.86 1.75 -0.61
C 2.44 0.47 -0.87
C 2.21 0.17 -2.25
H 3.02 -0.12 -0.17
C 1.48 1.25 -2.83
C 1.29 2.24 -1.82
H 0.85 3.23 -1.97
H 1.94 2.31 0.32
H 2.56 -0.71 -2.79
H 1.19 1.34 -3.88
O -1.36 0.21 -2.99
C -0.88 -0.09 -5.87
C -2.20 0.15 -5.28
C -0.33 -1.45 -5.93
C -0.17 1.05 -6.46
C -2.19 0.85 -3.90
H -2.73 -0.80 -5.15
H -2.78 0.79 -5.96
H -1.87 1.90 -4.02
H -3.21 0.84 -3.49
H -0.79 -2.05 -6.73
H -0.49 -2.00 -4.98
H 0.75 -1.42 -6.12
H -0.56 1.29 -7.47
H 0.90 0.84 -6.57
H -0.29 1.96 -5.86
C 3.73 0.99 3.25
C 2.71 -0.10 3.47
C 3.14 -1.42 3.42
C 2.24 -2.48 3.61
C 0.90 -2.19 3.80
C 0.43 -0.86 3.78
N -0.95 -0.74 3.80
C -1.81 0.38 3.78
C -2.59 0.64 4.92
C -3.51 1.68 4.91
C -3.66 2.49 3.77
C -2.93 2.21 2.62
C -2.04 1.15 2.62
C -1.39 0.73 1.35
O -2.15 0.44 0.35
O -0.12 0.63 1.26
C 1.36 0.22 3.70
C 0.99 1.66 3.82
H 3.51 1.57 2.34
H 3.77 1.70 4.09
H 4.72 0.55 3.13
H 4.19 -1.61 3.24
H 2.59 -3.51 3.59
H 0.18 -3.00 3.94
H -1.43 -1.60 4.06
H -2.46 0.00 5.79
H -4.11 1.87 5.80
H -4.36 3.31 3.77
H -3.05 2.79 1.70
H 1.15 2.18 2.86
H -0.04 1.84 4.12
H 1.65 2.15 4.56
```

## Properties
- Electronic energy: -1961.05628 Ha
- Spin multiplicity: 3
- Charge: -2
- Orbital gap (spin up / spin down): 0.05937 / 0.06389 Ha
- Highest occupied orbital energy (spin up / spin down): 2.405 / 2.272 eV
- LUMO energy (spin up / spin down): 4.021 / 4.011 eV

=====

[4]
Formula: C30H34O17
Source: the OMol25 dataset
Level of theory: the ωB97M-V functional and the def2-TZVPD basis

Geometry as XYZ:
```
81
Properties=species:S:1:pos:R:3
C -1.18 4.14 1.74
C -0.11 4.13 0.53
C -0.72 3.67 -0.88
C -1.16 2.13 -0.93
C -2.50 1.91 -1.80
C -3.86 2.12 -0.98
C -4.07 1.02 0.21
O -4.18 1.78 1.45
C -3.38 1.24 2.48
O -3.88 1.21 3.64
O -2.06 0.78 2.33
C -1.82 -0.47 3.05
C -0.76 -1.37 2.22
C 0.75 -1.20 2.72
C 1.37 0.25 2.48
O 1.96 0.79 3.44
O 1.33 0.97 1.25
H -1.18 3.16 2.34
H -0.82 4.95 2.49
H -2.24 4.44 1.43
H 0.25 5.22 0.40
H 0.77 3.50 0.88
H -1.58 4.32 -1.24
H 0.13 3.79 -1.65
H -0.34 1.42 -1.32
H -1.41 1.81 0.14
H -2.44 2.67 -2.67
H -2.56 0.85 -2.26
H -4.74 2.10 -1.71
H -3.86 3.18 -0.53
H -3.17 0.33 0.14
H -5.05 0.47 -0.06
H -2.80 -1.06 3.13
H -1.37 -0.23 4.07
H -1.05 -2.48 2.40
H -0.89 -1.22 1.08
H 0.81 -1.44 3.84
H 1.40 -1.95 2.16
H 0.40 0.96 0.94
C -3.50 -3.87 -2.75
C -2.52 -3.11 -2.24
C -1.60 -3.64 -1.20
O -0.70 -2.93 -0.77
C -1.81 -5.01 -0.72
C -2.79 -5.76 -1.23
C -3.70 -5.25 -2.29
O -4.57 -5.97 -2.74
O -2.99 -7.04 -0.79
O -2.33 -1.83 -2.66
H -4.18 -3.50 -3.51
H -1.14 -5.37 0.04
H -3.75 -7.37 -1.31
H -1.57 -1.50 -2.14
C 3.08 7.50 1.94
C 4.40 7.67 1.92
C 5.17 7.63 0.64
O 6.37 7.81 0.65
C 4.42 7.38 -0.60
C 3.10 7.22 -0.57
C 2.33 7.28 0.70
O 1.12 7.14 0.68
O 2.39 6.98 -1.72
O 5.11 7.87 3.06
H 2.51 7.53 2.86
H 4.99 7.34 -1.52
H 1.46 6.90 -1.43
H 6.04 7.96 2.78
C 3.70 -6.21 -2.32
C 2.68 -5.73 -1.61
C 1.81 -6.64 -0.80
O 0.90 -6.17 -0.15
C 2.11 -8.08 -0.82
C 3.13 -8.55 -1.54
C 4.01 -7.64 -2.33
O 4.95 -8.10 -2.95
O 3.42 -9.88 -1.57
O 2.37 -4.41 -1.60
H 4.34 -5.56 -2.91
H 1.46 -8.72 -0.24
H 4.20 -9.96 -2.15
H 1.60 -4.32 -1.01
```

## Properties
- Electronic energy: -2442.51953 Ha
- SMILES: CCCCCCCOC(=O)OCCCC(=O)O.O=C1C=C(O)C(=O)C=C1O.O=C1C=C(O)C(=O)C=C1O.O=C1C=C(O)C(=O)C=C1O
- Orbital gap: 0.28581 Ha
- Highest occupied orbital energy: -9.786 eV
- LUMO energy: -2.008 eV

=====

[5]
Formula: C30H35AlGeN3OS4Se2
Source: the OMol25 dataset
Level of theory: the ωB97M-V functional and the def2-TZVPD basis

Geometry as XYZ:
```
77
Properties=species:S:1:pos:R:3
Al -0.04 0.56 -0.63
N -0.92 -1.51 -0.74
N -0.10 -2.57 -0.35
C 0.87 -2.35 0.54
N 1.67 -3.32 0.91
S 1.04 -0.76 1.21
H -1.82 -1.57 -0.26
H -1.15 -1.55 -1.74
H -0.25 -3.49 -0.75
H 1.60 -4.26 0.53
H 2.42 -3.15 1.56
C 3.39 1.65 -2.25
Se 2.18 1.86 -0.75
C 1.17 3.40 -1.41
C 0.27 3.98 -0.34
Se -0.71 2.65 0.74
C -2.53 2.95 0.14
H 2.83 1.52 -3.17
H 4.03 0.79 -2.05
H 4.01 2.55 -2.28
H 0.61 3.06 -2.28
H 1.90 4.15 -1.73
H -0.48 4.63 -0.79
H 0.84 4.56 0.38
H -2.74 4.01 0.27
H -3.19 2.36 0.77
H -2.64 2.66 -0.91
Ge -0.96 -0.72 3.10
C -0.10 0.33 4.47
C 0.86 -0.20 5.33
C 1.34 0.59 6.37
C 0.86 1.88 6.54
C -0.10 2.40 5.68
C -0.58 1.63 4.64
C -1.73 -2.50 3.10
C -1.20 -3.55 3.85
C -1.92 -4.73 3.96
C -3.16 -4.85 3.34
C -3.69 -3.80 2.60
C -2.97 -2.62 2.47
H -1.76 0.16 2.07
H 1.22 -1.21 5.21
H 2.08 0.19 7.05
H 1.24 2.49 7.35
H -0.49 3.40 5.84
H -1.34 2.03 3.97
H -0.25 -3.45 4.36
H -1.53 -5.55 4.54
H -3.73 -5.77 3.44
H -4.66 -3.89 2.14
H -3.39 -1.78 1.92
O -1.04 0.88 -1.90
C -1.62 0.81 -3.21
C -2.38 2.09 -3.47
C -3.72 2.30 -3.51
C -4.08 3.66 -3.70
C -2.99 4.47 -3.81
S -1.53 3.59 -3.72
C -2.60 -0.36 -3.21
C -3.54 -0.65 -2.25
C -4.37 -1.74 -2.61
C -4.06 -2.24 -3.84
S -2.76 -1.41 -4.57
C -0.49 0.55 -4.19
C 0.66 -0.16 -3.95
C 1.48 -0.30 -5.10
C 0.93 0.30 -6.19
S -0.56 1.05 -5.83
H -4.46 1.51 -3.39
H -5.10 4.01 -3.78
H -2.96 5.54 -3.98
H -3.66 -0.06 -1.35
H -5.18 -2.11 -2.00
H -4.54 -3.06 -4.36
H 0.91 -0.59 -2.99
H 2.41 -0.85 -5.12
H 1.32 0.34 -7.20
```

## Properties
- Electronic energy: -10117.79105 Ha
- Charge: +3
- Orbital gap: 0.24420 Ha
- Highest occupied orbital energy: -15.539 eV
- LUMO energy: -8.894 eV

=====

[6]
Formula: C30H35AlN3O3P2S4Se4
Source: the OMol25 dataset
Level of theory: the ωB97M-V functional and the def2-TZVPD basis

Geometry as XYZ:
```
82
Properties=species:S:1:pos:R:3
Al 1.16 -0.30 0.07
C -6.23 1.14 3.41
S -6.91 -0.30 2.53
C -5.52 -0.66 1.41
C -5.31 0.43 0.37
C -4.17 0.12 -0.60
N -2.87 0.20 0.05
P -1.89 1.67 0.09
C -3.16 2.97 -0.17
C -3.88 3.61 0.83
C -4.76 4.63 0.51
C -4.93 5.02 -0.80
C -4.21 4.39 -1.81
C -3.32 3.38 -1.49
C -1.73 1.84 1.91
C -0.98 2.93 2.36
C -0.75 3.11 3.71
C -1.27 2.21 4.63
C -2.00 1.12 4.19
C -2.22 0.93 2.83
P -1.67 -1.02 -0.12
C -2.58 -2.41 0.68
C -3.53 -3.18 0.01
C -4.26 -4.13 0.70
C -4.07 -4.32 2.05
C -3.11 -3.57 2.72
C -2.36 -2.63 2.03
C -1.74 -1.56 -1.87
C -1.35 -2.85 -2.22
C -1.21 -3.20 -3.54
C -1.47 -2.27 -4.54
C -1.88 -0.99 -4.21
C -2.00 -0.63 -2.88
H -6.91 1.34 4.24
H -6.20 2.00 2.75
H -5.24 0.90 3.79
H -5.78 -1.61 0.93
H -4.63 -0.81 2.02
H -5.09 1.37 0.87
H -6.23 0.55 -0.21
H -4.24 0.83 -1.43
H -4.31 -0.88 -1.01
H -3.73 3.32 1.87
H -5.31 5.12 1.30
H -5.61 5.82 -1.05
H -4.32 4.70 -2.84
H -2.72 2.91 -2.26
H -0.57 3.62 1.62
H -0.16 3.95 4.05
H -1.09 2.35 5.68
H -2.38 0.40 4.89
H -2.76 0.07 2.49
H -3.68 -3.06 -1.05
H -4.99 -4.72 0.17
H -4.65 -5.06 2.59
H -2.93 -3.73 3.77
H -1.59 -2.06 2.54
H -1.15 -3.58 -1.44
H -0.87 -4.19 -3.80
H -1.34 -2.55 -5.58
H -2.08 -0.26 -4.98
H -2.26 0.38 -2.62
Se 3.63 0.06 -0.40
Se 4.60 -2.10 -0.27
Se 2.88 -3.36 -1.27
Se 1.12 -2.74 0.10
O 2.52 2.53 -0.80
S 1.14 2.16 -0.66
O 0.22 3.27 -0.66
O 0.99 1.36 0.65
S 0.63 0.77 -2.00
C 4.40 1.05 2.92
N 3.00 0.73 2.93
C 2.51 -0.50 2.79
N 3.31 -1.57 2.93
S 0.84 -0.73 2.67
H 4.53 2.12 3.06
H 4.86 0.77 1.96
H 4.91 0.52 3.73
H 2.36 1.46 2.64
H 4.30 -1.50 2.69
H 2.88 -2.46 2.75
```

## Properties
- Electronic energy: -13678.12408 Ha
- Charge: -1
- Orbital gap: 0.24797 Ha
- Highest occupied orbital energy: -4.432 eV
- Relative energy (zero: lowest compared OMol25 entry of this formula, charge and spin): 73.83 kJ/mol
- LUMO energy: 2.316 eV